DFT (ωB97M-V with the def2-TZVPD basis set) results for C22H76BIN2O27S as an isolated structure in a non-equilibrium geometry.

Calculated values
Energy: -3745.710742 hartree

ORCA input file:
```
! wB97M-V def2-TZVPD RIJCOSX def2/J DEFGRID3
* xyz 0 1
C -5.284 2.133 1.182
C -4.387 1.930 -0.036
C -4.347 3.134 -0.974
C -3.120 4.038 -0.866
C -1.797 3.318 -1.052
C -1.473 2.932 -2.506
C -0.218 3.591 -3.105
C 1.039 3.374 -2.268
C 1.410 1.881 -2.187
C 2.040 1.444 -0.870
C 1.196 1.812 0.359
C 1.232 0.772 1.472
C 1.011 -0.646 1.015
C 1.655 -1.747 1.554
C 2.626 -1.577 2.716
C 4.066 -1.753 2.336
O 4.686 -2.767 2.435
O 4.705 -0.615 1.853
C 1.434 -3.075 1.055
B 2.178 -4.345 1.644
O 1.715 -5.096 2.716
O 3.320 -4.811 1.054
C 0.564 -3.319 0.024
C 0.306 -4.680 -0.564
C -1.173 -5.012 -0.607
O -1.911 -4.920 0.299
I -1.878 -5.773 -2.515
C -0.123 -2.217 -0.538
N -0.999 -2.282 -1.547
S -1.524 -0.783 -1.775
N -0.698 -0.017 -0.661
C 0.080 -0.910 -0.033
H -6.195 2.652 0.916
H -5.466 1.185 1.682
H -4.733 2.748 1.885
H -4.798 1.089 -0.597
H -3.405 1.640 0.324
H -5.220 3.742 -0.745
H -4.428 2.806 -2.008
H -3.201 4.824 -1.621
H -3.079 4.556 0.086
H -1.773 2.418 -0.446
H -1.010 3.966 -0.674
H -1.398 1.852 -2.611
H -2.328 3.235 -3.113
H -0.071 3.145 -4.076
H -0.423 4.647 -3.240
H 0.944 3.820 -1.285
H 1.861 3.888 -2.769
H 0.537 1.284 -2.426
H 2.128 1.684 -2.983
H 3.003 1.942 -0.791
H 2.273 0.382 -0.927
H 0.169 1.954 0.053
H 1.525 2.772 0.736
H 0.476 0.981 2.226
H 2.205 0.851 1.928
H 2.409 -2.327 3.474
H 2.521 -0.617 3.195
H 5.373 -0.382 2.513
H 1.601 -5.997 2.375
H 3.744 -4.118 0.537
H 0.771 -5.483 0.004
H 0.666 -4.712 -1.586
O 7.161 -4.145 4.172
H 6.611 -4.876 3.861
H 6.723 -3.374 3.800
O -0.037 6.809 -4.137
H 0.907 6.937 -3.992
H -0.424 7.675 -3.978
O 9.918 -5.390 3.319
H 8.978 -5.277 3.141
H 10.180 -4.523 3.642
O 0.072 3.706 -6.204
H 0.023 4.572 -5.772
H -0.540 3.783 -6.949
O -2.429 2.660 2.440
H -2.357 1.857 2.970
H -2.243 3.369 3.067
O 5.140 1.804 -1.343
H 5.599 1.859 -2.188
H 5.725 1.273 -0.790
O 4.558 -6.114 3.855
H 3.996 -6.837 3.551
H 4.153 -5.326 3.473
O -4.071 1.767 4.571
H -4.115 1.516 5.500
H -4.343 2.690 4.552
O -0.733 0.894 -6.512
H -1.672 0.933 -6.735
H -0.482 1.805 -6.304
O 1.612 5.003 -8.483
H 1.943 4.183 -8.861
H 1.195 4.732 -7.656
O 4.358 2.502 1.778
H 4.428 2.529 0.815
H 4.398 1.565 2.002
O -3.655 1.000 -7.544
H -4.158 0.207 -7.755
H -4.107 1.710 -8.010
O 4.107 -8.262 6.135
H 4.553 -7.636 5.551
H 4.519 -9.109 5.940
O 1.858 -8.050 3.437
H 1.544 -8.951 3.293
H 1.887 -7.957 4.398
O -2.037 5.725 2.002
H -1.108 5.924 2.151
H -2.488 6.553 2.199
O -8.282 3.075 2.089
H -8.719 2.293 1.733
H -8.758 3.812 1.693
O 2.766 -9.830 1.214
H 2.792 -8.981 1.670
H 2.141 -9.702 0.494
O -7.065 1.768 -2.306
H -6.879 1.734 -3.249
H -7.005 0.853 -2.014
O 0.107 -0.694 -4.545
H -0.371 -1.462 -4.875
H -0.271 0.048 -5.042
O -9.155 1.178 4.385
H -8.770 1.863 3.826
H -8.616 0.398 4.221
O 0.647 3.415 3.106
H 1.137 4.147 2.717
H 0.110 3.075 2.377
O -1.086 -3.942 3.300
H -0.794 -3.881 2.385
H -0.400 -4.462 3.730
*
```